(1)
This record from the Open Molecules 2025 dataset describes an isolated molecule of C3H8N2OS at a distorted geometry. The level of theory is the ωB97M-V functional and the def2-TZVPD basis.

Summary:
HOMO ... -8.66 eV
SMILES ... NCCSNC=O
Charge ... 0
Energy relative to the best compared isomer or geometry (same formula, charge and spin) ... 364.5 kJ/mol
HOMO-LUMO gap ... 9.03 eV

The geometry in XYZ format:
```
15
Properties=species:S:1:pos:R:3:nbo_charge:R:1
N -1.122 1.018 -0.444 -0.861
C -1.625 -0.279 0.068 -0.254
C -0.496 -1.066 0.720 -0.532
S 0.744 -1.725 -0.598 0.380
N 1.519 -0.183 -0.846 -0.855
C 2.514 0.529 -0.152 0.489
O 3.535 -0.119 0.385 -0.616
H -1.193 1.608 0.400 0.380
H -1.736 1.406 -1.359 0.403
H -2.217 -0.068 0.906 0.185
H -2.061 -0.832 -0.810 0.217
H -0.935 -2.025 1.243 0.240
H 0.188 -0.522 1.427 0.236
H 0.502 0.499 -0.857 0.441
H 2.382 1.759 -0.083 0.148
```

=====

(2)
This record from the Open Molecules 2025 dataset describes C27H50GeMnS3Si4 as an isolated structure. The level of theory is the ωB97M-V functional and the def2-TZVPD basis.

Summary:
HOMO (alpha / beta) ... -13.95 / -14.08 eV
Charge ... +2
Energy relative to the best compared isomer or geometry (same formula, charge and spin) ... 0.0 kJ/mol
Spin multiplicity ... 6
HOMO-LUMO gap (alpha / beta) ... 8.41 / 7.84 eV

The geometry in XYZ format:
```
86
Properties=species:S:1:pos:R:3:lowdin_spin:R:1
Mn -0.851 0.235 -0.229 4.694
C 0.143 4.561 0.370 0.001
C -1.136 4.235 -0.382 0.007
S -1.408 2.585 -1.110 0.030
C -0.429 2.465 -2.631 0.006
C 1.033 2.030 -2.534 0.006
S 1.467 0.881 -1.195 0.036
C 1.929 1.967 0.205 0.008
C 2.642 3.275 -0.094 0.002
S 1.618 4.664 -0.677 0.000
H 0.305 3.879 1.201 0.000
H 0.003 5.550 0.811 0.000
H -1.275 4.915 -1.223 0.001
H -2.001 4.354 0.273 0.000
H -0.505 3.420 -3.151 0.001
H -0.993 1.738 -3.219 0.000
H 1.682 2.889 -2.425 0.001
H 1.316 1.519 -3.454 0.000
H 2.589 1.326 0.794 0.000
H 1.047 2.160 0.802 0.002
H 3.413 3.153 -0.857 0.000
H 3.152 3.581 0.820 0.000
C -0.078 -4.338 5.413 0.000
C 0.723 -3.205 5.388 0.000
C 0.676 -2.351 4.297 0.001
C -0.177 -2.617 3.221 0.009
C -0.964 -3.763 3.257 0.001
C -0.919 -4.621 4.345 0.000
Si -0.139 -1.429 1.801 0.026
C -0.931 0.260 2.229 0.016
C -2.301 0.524 2.065 0.015
C -2.873 1.715 2.506 0.007
C -2.088 2.643 3.172 0.009
C -0.735 2.391 3.381 0.005
C -0.159 1.231 2.891 0.013
H -0.039 -5.008 6.263 0.000
H 1.389 -2.992 6.214 0.000
H 1.319 -1.476 4.288 0.000
H -1.591 -4.011 2.415 0.000
H -1.534 -5.512 4.360 0.000
H 1.263 -1.040 1.480 0.005
H -2.943 -0.233 1.637 0.003
H -3.932 1.892 2.368 0.000
H -2.533 3.554 3.554 0.000
H -0.133 3.103 3.934 0.000
H 0.895 1.047 3.067 0.001
C -4.041 -2.958 2.044 0.002
Si -3.624 -2.595 0.248 0.010
C -4.468 -0.950 -0.187 0.003
C -4.405 -3.938 -0.794 0.002
Ge -1.195 -2.429 -0.195 0.022
Si 0.270 -4.426 -0.332 0.002
C 1.281 -4.344 -1.903 0.001
C -0.912 -5.872 -0.312 -0.001
C 1.516 -4.513 1.062 0.001
Si -1.241 -1.760 -2.604 0.017
C -2.564 -0.467 -2.995 0.013
C -1.813 -3.377 -3.371 0.006
C 0.397 -1.200 -3.347 0.003
H -5.117 -2.792 2.156 0.000
H -3.534 -2.340 2.784 0.000
H -3.859 -4.003 2.298 0.000
H -5.145 -0.665 0.624 0.000
H -5.088 -1.088 -1.076 0.000
H -3.823 -0.094 -0.383 0.003
H -5.443 -4.044 -0.461 0.000
H -3.921 -4.909 -0.666 0.000
H -4.431 -3.701 -1.858 0.000
H 0.704 -4.281 -2.825 0.000
H 1.871 -5.265 -1.953 0.000
H 1.991 -3.515 -1.872 0.000
H -1.570 -5.875 -1.185 0.000
H -1.532 -5.874 0.585 0.000
H -0.346 -6.808 -0.322 0.000
H 2.048 -3.573 1.232 0.000
H 2.263 -5.250 0.750 0.000
H 1.093 -4.847 2.010 0.000
H -3.554 -0.914 -2.902 0.001
H -2.436 -0.174 -4.044 0.001
H -2.592 0.458 -2.411 0.003
H -2.323 -4.050 -2.681 0.000
H -0.976 -3.920 -3.811 0.000
H -2.513 -3.142 -4.179 0.001
H 0.326 -0.174 -3.716 0.000
H 0.610 -1.832 -4.213 0.000
H 1.255 -1.271 -2.679 0.000
```

=====

(3)
This record from the Open Molecules 2025 dataset describes a 5-piece molecular cluster, C36H82NO19P4Si overall at a distorted geometry. The level of theory is the ωB97M-V functional and the def2-TZVPD basis.

Summary:
HOMO ... -11.35 eV
Charge ... +1
HOMO-LUMO gap ... 6.77 eV

The geometry in XYZ format:
```
143
Properties=species:S:1:pos:R:3:mulliken_charge:R:1
C 1.934 -1.586 -0.043 -0.477
Si 3.576 -1.075 -0.880 0.422
C 5.019 -2.138 -0.165 -0.932
C 3.410 -1.613 -2.741 -0.915
O 3.904 0.628 -0.918 -0.483
C 3.132 1.392 0.034 -0.341
C 1.840 2.053 -0.696 -0.974
C 0.454 1.445 -0.204 0.567
C -0.006 1.695 1.251 -0.166
C -1.361 1.011 1.665 0.134
O -1.805 1.192 3.010 -0.576
C -2.125 0.142 0.608 -0.361
N -1.623 -0.015 -0.747 0.679
C -2.362 -0.852 -1.767 -0.721
C -2.432 -2.351 -1.192 -0.402
O -1.274 -2.738 -0.428 -0.400
C -0.391 0.578 -1.173 -0.641
H 2.095 -2.634 0.419 0.424
H 1.121 -1.745 -0.847 -0.111
H 1.582 -0.919 0.810 0.163
H 4.880 -2.203 0.968 0.196
H 6.039 -1.712 -0.478 0.332
H 4.932 -3.225 -0.550 0.279
H 2.400 -1.189 -3.119 0.202
H 3.452 -2.741 -2.881 0.306
H 4.219 -1.060 -3.343 0.290
H 3.798 2.288 0.335 0.328
H 2.884 0.851 1.005 0.325
H 1.909 1.969 -1.845 0.401
H 1.849 3.186 -0.483 0.355
H 0.618 2.333 1.953 0.453
H -1.085 0.786 3.558 0.375
H -3.099 -0.368 0.942 0.341
H -3.381 -0.385 -1.991 0.277
H -1.782 -0.901 -2.761 0.388
H -2.499 -3.047 -2.113 0.320
H -3.398 -2.447 -0.580 0.366
H -1.491 -3.476 0.193 0.274
H 0.015 0.441 -2.240 0.301
O -4.434 7.660 1.089 -0.776
P -4.099 6.992 -0.247 0.970
O -2.589 6.481 0.253 -0.395
C -2.396 5.908 1.541 -0.489
C -2.679 4.418 1.550 -0.519
O -3.615 8.360 -1.036 -0.274
C -3.900 9.660 -0.538 -0.326
C -2.803 10.136 0.396 -1.015
O -3.742 6.233 -1.741 -0.203
C -3.425 4.859 -1.834 0.036
C -4.643 3.982 -1.631 -1.067
H -2.992 6.406 2.307 0.362
H -1.347 6.075 1.807 0.320
H -3.706 4.212 1.238 0.110
H -2.529 4.002 2.550 0.474
H -2.012 3.892 0.861 -0.084
H -4.882 9.694 -0.062 0.339
H -3.949 10.331 -1.401 0.377
H -2.653 9.446 1.231 0.237
H -3.039 11.125 0.794 0.393
H -1.849 10.192 -0.137 0.236
H -2.615 4.594 -1.155 0.093
H -3.034 4.695 -2.844 0.372
H -5.121 4.185 -0.669 0.318
H -4.361 2.926 -1.671 0.184
H -5.384 4.174 -2.409 0.328
O -3.921 -5.574 5.577 -0.796
P -3.534 -6.234 4.252 1.045
O -2.040 -6.786 4.754 -0.303
C -1.868 -7.376 6.039 -0.328
C -2.187 -8.860 6.034 -0.999
O -3.032 -4.862 3.474 -0.273
C -3.303 -3.566 3.983 -0.138
C -2.204 -3.110 4.915 -1.031
O -3.250 -6.984 2.745 -0.347
C -2.989 -8.371 2.628 -0.058
C -4.232 -9.203 2.860 -1.124
H -2.458 -6.872 6.807 0.322
H -0.818 -7.237 6.313 0.322
H -3.217 -9.037 5.714 0.180
H -2.054 -9.287 7.030 0.410
H -1.529 -9.396 5.345 0.250
H -4.286 -3.528 4.457 0.346
H -3.345 -2.881 3.130 0.149
H -2.056 -3.804 5.746 0.301
H -2.435 -2.121 5.318 0.367
H -1.251 -3.057 4.378 0.230
H -2.170 -8.674 3.279 0.157
H -2.635 -8.538 1.606 0.357
H -4.673 -8.992 3.838 0.296
H -3.992 -10.268 2.801 0.356
H -4.989 -8.974 2.106 0.313
O 7.005 -6.757 4.364 -0.777
P 5.878 -6.742 3.328 1.038
O 6.533 -7.940 2.367 -0.393
C 7.113 -9.108 2.939 -0.293
C 6.078 -10.181 3.219 -1.004
O 6.400 -5.432 2.466 -0.243
C 7.404 -4.557 2.958 -0.237
C 8.786 -5.034 2.552 -1.065
O 4.549 -6.704 2.256 -0.320
C 3.762 -7.849 1.987 -0.141
C 2.867 -8.208 3.155 -1.073
H 7.674 -8.885 3.849 0.319
H 7.837 -9.490 2.213 0.326
H 5.309 -9.815 3.904 0.173
H 6.546 -11.063 3.663 0.404
H 5.580 -10.491 2.297 0.267
H 7.319 -4.427 4.039 0.334
H 7.222 -3.574 2.512 0.285
H 8.982 -6.052 2.899 0.245
H 9.555 -4.371 2.954 0.390
H 8.875 -5.053 1.462 0.274
H 4.381 -8.689 1.677 0.211
H 3.137 -7.604 1.123 0.343
H 3.449 -8.366 4.066 0.259
H 2.300 -9.115 2.933 0.344
H 2.163 -7.397 3.357 0.334
O -0.515 9.846 -7.392 -0.785
P -1.464 8.664 -7.181 1.109
O -0.464 7.813 -6.148 -0.433
C 0.258 8.474 -5.114 -0.438
C -0.570 8.636 -3.852 -0.757
O -1.110 7.856 -8.579 -0.343
C -0.374 8.460 -9.633 -0.285
C 1.116 8.243 -9.448 -1.002
O -2.636 7.440 -6.973 -0.361
C -3.144 7.092 -5.701 -0.007
C -4.083 8.147 -5.156 -0.976
H 0.641 9.445 -5.435 0.339
H 1.133 7.854 -4.892 0.319
H -1.478 9.209 -4.051 0.107
H 0.004 9.150 -3.077 0.520
H -0.872 7.662 -3.458 0.120
H -0.622 9.519 -9.731 0.317
H -0.691 7.979 -10.563 0.335
H 1.467 8.628 -8.486 0.253
H 1.678 8.730 -10.248 0.377
H 1.348 7.174 -9.459 0.262
H -2.338 6.868 -5.003 0.121
H -3.697 6.156 -5.829 0.374
H -3.595 9.123 -5.103 0.286
H -4.426 7.865 -4.157 0.190
H -4.953 8.255 -5.808 0.354
```

=====

(4)
This record from the Open Molecules 2025 dataset describes an isolated molecule of C21H20Cl2FN3O2 at a distorted geometry. The level of theory is the ωB97M-V functional and the def2-TZVPD basis.

Summary:
HOMO ... -7.92 eV
SMILES ... Oc1nc(-c2ccc(F)cc2)c(CCN2CCN(c3cc(Cl)cc(Cl)c3)CC2)o1
Charge ... 0
Energy relative to the best compared isomer or geometry (same formula, charge and spin) ... 0.0 kJ/mol
HOMO-LUMO gap ... 8.28 eV

The geometry in XYZ format:
```
49
Properties=species:S:1:pos:R:3:nbo_charge:R:1
O 3.411 2.451 -4.727 -0.628
C 3.154 1.896 -3.537 0.746
N 2.963 0.641 -3.389 -0.509
C 2.714 0.465 -2.036 0.061
C 2.448 -0.892 -1.529 -0.078
C 2.319 -1.190 -0.143 -0.171
C 2.111 -2.526 0.280 -0.291
C 1.960 -3.576 -0.644 0.397
F 1.653 -4.842 -0.216 -0.327
C 2.068 -3.298 -2.001 -0.286
C 2.384 -1.993 -2.432 -0.161
C 2.763 1.690 -1.460 0.254
C 2.671 2.199 -0.010 -0.442
C 1.290 2.713 0.310 -0.200
N 0.353 1.569 0.507 -0.483
C -0.703 1.430 -0.516 -0.219
C -1.278 0.026 -0.456 -0.214
N -1.606 -0.407 0.925 -0.477
C -2.895 -0.684 1.390 0.286
C -3.151 -1.653 2.328 -0.306
C -4.462 -1.859 2.806 -0.005
Cl -4.791 -2.989 4.085 0.017
C -5.489 -1.024 2.340 -0.296
C -5.229 -0.051 1.345 0.013
Cl -6.536 0.883 0.641 0.002
C -3.935 0.117 0.892 -0.311
C -0.517 -0.279 1.893 -0.207
C 0.014 1.164 1.903 -0.224
O 3.034 2.647 -2.418 -0.444
H 3.371 3.399 -4.581 0.490
H 2.336 -0.429 0.608 0.218
H 1.978 -2.761 1.355 0.228
H 1.990 -4.096 -2.740 0.232
H 2.535 -1.858 -3.499 0.240
H 3.401 2.988 0.114 0.223
H 2.940 1.446 0.705 0.222
H 1.261 3.250 1.266 0.190
H 0.946 3.360 -0.487 0.197
H -1.480 2.213 -0.342 0.160
H -0.289 1.581 -1.515 0.210
H -0.539 -0.655 -0.891 0.205
H -2.151 -0.050 -1.063 0.214
H -2.385 -2.314 2.700 0.229
H -6.485 -1.224 2.701 0.235
H -3.770 0.909 0.141 0.229
H 0.245 -1.009 1.630 0.195
H -0.827 -0.496 2.915 0.213
H 0.903 1.235 2.525 0.199
H -0.699 1.880 2.328 0.174
```

=====

(5)
This record from the Open Molecules 2025 dataset describes a 3-piece molecular cluster, C3H11N2O overall at a distorted geometry. The level of theory is the ωB97M-V functional and the def2-TZVPD basis.

Summary:
HOMO (alpha / beta) ... -9.43 / -8.71 eV
Charge ... 0
Energy relative to the best compared isomer or geometry (same formula, charge and spin) ... 606.3 kJ/mol
Spin multiplicity ... 2
HOMO-LUMO gap (alpha / beta) ... 8.36 / 6.03 eV

The geometry in XYZ format:
```
17
Properties=species:S:1:pos:R:3:lowdin_spin:R:1
C 0.682 -0.336 2.665 0.001
C 0.563 -0.132 1.124 0.085
N -0.126 -1.203 0.493 0.605
C -0.295 -0.790 -0.869 -0.062
N 0.657 0.139 -1.565 0.011
H 1.206 -1.346 2.858 0.000
H -0.343 -0.342 3.123 0.000
H 1.296 0.413 3.226 -0.001
H 1.631 -0.062 0.683 0.036
H 0.113 0.842 0.994 0.021
H -2.009 0.332 -0.738 -0.168
H -1.154 -0.103 -0.853 -0.054
H 1.291 -0.245 -2.158 -0.002
H -0.056 0.803 -2.015 -0.003
H -1.567 2.148 -3.033 0.005
H -0.458 -1.568 -1.570 -0.001
O -1.431 1.449 -2.364 0.526
```

=====

(6)
This record from the Open Molecules 2025 dataset describes C18H31N6O4PS as an isolated structure at a distorted geometry. The level of theory is the ωB97M-V functional and the def2-TZVPD basis.

Summary:
HOMO ... -8.41 eV
Charge ... 0
Energy relative to the best compared isomer or geometry (same formula, charge and spin) ... 269.3 kJ/mol
HOMO-LUMO gap ... 7.07 eV

The geometry in XYZ format:
```
61
Properties=species:S:1:pos:R:3:nbo_charge:R:1
N 1.400 -0.439 -4.554 -1.317
P 2.373 -0.490 -3.287 1.290
C 1.442 -0.947 -1.747 -0.436
C 1.415 0.062 -0.620 -0.133
C 0.658 -0.232 0.641 -0.265
C -0.058 -1.561 0.837 0.106
N -0.792 -2.046 1.873 -0.608
S -1.313 -3.576 1.489 0.895
N -0.687 -3.706 -0.046 -0.595
C -0.021 -2.555 -0.296 0.057
C 0.730 -2.195 -1.561 0.174
C 0.665 -3.263 -2.686 -0.492
C -0.932 -3.180 -3.131 0.081
C -1.277 -1.955 -4.121 -0.163
O -1.212 -3.457 -4.531 -0.538
H 1.740 -1.119 -5.246 0.363
H 3.426 -1.441 -3.454 -0.041
H 2.942 0.822 -3.178 -0.014
H 1.950 1.037 -0.693 0.267
H 0.625 0.530 1.448 0.234
H 0.821 -4.306 -2.329 0.239
H 1.226 -2.990 -3.604 0.239
H -1.714 -3.451 -2.345 0.210
H -2.312 -1.563 -4.029 0.182
H -0.590 -1.719 -4.950 0.261
C -3.293 1.814 -2.380 -0.719
C -2.415 1.272 -1.281 0.682
O -1.475 1.890 -0.827 -0.649
N -2.692 0.057 -0.796 -0.611
C -3.759 -0.841 -1.190 -0.414
H -2.939 2.802 -2.668 0.245
H -3.247 1.162 -3.255 0.227
H -4.323 1.902 -2.030 0.227
H -2.054 -0.228 -0.071 0.399
H -4.378 -1.049 -0.315 0.210
H -3.315 -1.776 -1.540 0.192
H -4.378 -0.420 -1.977 0.214
C -4.060 2.983 4.126 -0.720
C -3.650 1.740 3.378 0.674
O -4.419 0.805 3.200 -0.639
N -2.381 1.680 2.897 -0.612
C -1.338 2.670 3.005 -0.418
H -5.095 2.884 4.447 0.244
H -3.434 3.114 5.010 0.224
H -3.981 3.856 3.476 0.226
H -2.172 0.824 2.406 0.402
H -1.030 2.951 1.995 0.218
H -0.492 2.212 3.523 0.189
H -1.653 3.558 3.545 0.210
C 6.103 1.698 1.723 -0.721
C 4.738 1.154 1.388 0.681
O 4.097 1.550 0.425 -0.648
N 4.221 0.191 2.197 -0.616
C 4.820 -0.405 3.375 -0.412
H 6.377 2.454 0.991 0.247
H 6.091 2.160 2.711 0.228
H 6.845 0.898 1.690 0.227
H 3.305 -0.125 1.911 0.408
H 4.909 -1.481 3.214 0.200
H 4.160 -0.228 4.227 0.199
H 5.801 0.009 3.589 0.212
```

=====

Number 1: calculated total energy -19100.725 eV. Number 2: calculated total energy -180652.517 eV. Number 3: calculated total energy -124075.516 eV. Number 4: calculated total energy -58428.520 eV. Number 5: calculated total energy -8308.749 eV. Number 6: calculated total energy -56419.174 eV.